No. 1
{
  "formula": "C17H29NO2SSi2TbTe",
  "method": "wB97M-V/def2-TZVPD",
  "elements": ["Tb", "O", "C", "O", "C", "C", "C", "C", "C", "C", "S", "H", "H", "H", "H", "C", "Si", "C", "C", "C", "Te", "C", "Si", "C", "C", "C", "H", "H", "H", "H", "H", "H", "H", "H", "H", "H", "H", "H", "H", "H", "H", "H", "H", "H", "H", "H", "H", "H", "C", "C", "N", "H", "H", "H"],
  "coordinates": [[-1.536, -0.103, 0.226], [-1.482, -0.749, 2.341], [-2.745, -0.494, 2.341], [-3.135, 0.580, 1.670], [-3.845, -1.454, 2.675], [-4.573, -1.310, 3.831], [-5.800, -1.983, 3.897], [-6.035, -3.086, 3.114], [-5.172, -3.349, 1.998], [-4.128, -2.449, 1.711], [-3.258, -2.471, 0.194], [-4.206, -0.661, 4.639], [-6.609, -1.643, 4.510], [-6.948, -3.666, 3.176], [-5.464, -4.202, 1.366], [2.767, -2.217, -1.775], [1.301, -2.436, -0.528], [-0.134, -1.565, -1.431], [0.995, -4.189, 0.119], [1.811, -1.679, 1.138], [1.464, 0.453, 1.131], [2.250, 1.246, -0.683], [3.215, 2.949, -0.638], [2.226, 4.252, -1.629], [3.507, 3.492, 1.157], [4.828, 2.547, -1.520], [2.616, -1.411, -2.512], [2.935, -3.125, -2.418], [3.746, -2.004, -1.317], [-0.096, -1.809, -2.511], [-0.035, -0.455, -1.467], [-1.094, -2.018, -1.052], [0.521, -4.854, -0.696], [0.240, -4.178, 0.984], [1.906, -4.697, 0.448], [2.925, -1.687, 1.183], [1.355, -2.004, 2.100], [1.367, 1.239, -1.344], [2.949, 0.442, -1.062], [1.626, 4.899, -0.941], [1.591, 3.667, -2.318], [2.963, 4.881, -2.138], [2.623, 3.240, 1.789], [3.687, 4.608, 1.241], [4.421, 2.996, 1.622], [4.761, 2.291, -2.583], [5.348, 1.707, -1.038], [5.572, 3.382, -1.545], [-1.854, 3.553, -3.255], [-1.956, 2.375, -2.307], [-1.885, 1.638, -1.405], [-2.828, 4.017, -3.393], [-1.571, 3.211, -4.206], [-1.127, 4.280, -2.885]],
  "multiplicity": 7,
  "gap_ha": [0.2319, 0.2387],
  "charge": 1,
  "molar_mass_g_mol": 654.2,
  "relative_energy_ev": 0.000,
  "e_lumo_ev": [-3.4, -3.3],
  "total_energy_ev": -79999.213,
  "max_force_ev_per_a": 2.89
}

No. 2
{
  "formula": "C17H30BBe2BrCl2FN4NaO17S2",
  "method": "wB97M-V/def2-TZVPD",
  "elements": ["C", "C", "Br", "C", "C", "C", "C", "O", "O", "C", "Cl", "C", "B", "O", "O", "O", "S", "O", "O", "H", "H", "H", "H", "H", "H", "H", "H", "H", "H", "H", "H", "H", "H", "H", "C", "O", "N", "N", "H", "H", "H", "H", "Na", "O", "H", "F", "C", "C", "C", "C", "C", "C", "H", "H", "H", "H", "H", "C", "O", "N", "N", "H", "H", "H", "H", "Be", "O", "S", "O", "O", "O", "Cl", "Be", "C", "O", "O", "O", "H"],
  "coordinates": [[-1.268, -0.129, -2.981], [0.093, 0.722, -2.685], [0.700, 1.742, -4.345], [1.336, -0.103, -2.027], [1.212, -1.730, -2.026], [2.271, -2.486, -0.974], [2.223, -1.860, 0.548], [2.236, -2.858, 1.628], [3.078, -3.825, 1.405], [3.785, -2.650, -1.578], [4.712, -1.069, -1.839], [3.720, -3.633, -2.912], [5.161, -4.395, -3.234], [5.310, -5.829, -2.862], [6.286, -3.666, -3.861], [3.220, -2.801, -4.016], [1.561, -2.494, -3.731], [0.726, -3.809, -3.812], [1.099, -1.555, -4.913], [-1.596, -0.683, -2.002], [-2.142, 0.610, -3.320], [-1.190, -0.937, -3.824], [-0.209, 1.585, -1.916], [2.299, 0.162, -2.682], [1.552, 0.382, -0.967], [0.144, -2.144, -1.691], [1.835, -3.593, -0.877], [1.245, -1.199, 0.664], [3.128, -1.087, 0.629], [4.032, -3.505, 1.393], [4.408, -3.271, -0.771], [2.950, -4.497, -2.619], [5.747, -5.903, -1.955], [6.732, -3.140, -3.131], [-2.357, 4.013, -3.885], [-2.332, 3.072, -3.107], [-1.763, 3.975, -5.092], [-2.982, 5.171, -3.606], [-1.773, 4.739, -5.746], [-1.281, 3.121, -5.341], [-3.442, 5.241, -2.708], [-3.014, 5.956, -4.234], [0.806, 1.310, 0.072], [7.087, -0.491, -3.840], [6.249, -0.703, -4.209], [-0.138, 0.794, 3.146], [-0.282, 0.578, 4.460], [-1.559, 0.461, 4.999], [-1.709, 0.231, 6.366], [-0.580, 0.132, 7.183], [0.697, 0.255, 6.634], [0.847, 0.474, 5.264], [-2.425, 0.550, 4.350], [-2.703, 0.131, 6.796], [-0.697, -0.043, 8.250], [1.575, 0.182, 7.272], [1.833, 0.564, 4.819], [-4.473, -0.611, 9.268], [-4.229, -0.367, 8.097], [-4.748, 0.349, 10.170], [-4.487, -1.862, 9.762], [-4.951, 0.167, 11.138], [-4.748, 1.305, 9.839], [-4.285, -2.615, 9.117], [-4.686, -2.084, 10.723], [4.484, -4.866, -0.300], [-6.183, -1.566, -3.299], [-4.839, -1.712, -3.887], [-4.648, -0.695, -4.937], [-4.705, -3.057, -4.476], [-3.821, -1.532, -2.837], [-0.871, 3.634, -1.021], [4.117, 1.087, -2.865], [-2.831, 8.575, -3.208], [-2.623, 8.049, -2.088], [-2.446, 9.843, -3.210], [-3.320, 8.113, -4.263], [-2.158, 9.781, -2.277]],
  "gap_ha": 0.0558,
  "charge": 0,
  "molar_mass_g_mol": 848.2,
  "e_lumo_ev": -6.1,
  "total_energy_ev": -184229.029,
  "max_force_ev_per_a": 8.92
}

No. 3
{
  "formula": "C17H30BCaClF5NO8S",
  "method": "wB97M-V/def2-TZVPD",
  "elements": ["C", "C", "C", "C", "C", "C", "C", "C", "C", "C", "N", "O", "C", "O", "B", "O", "O", "C", "C", "C", "O", "Cl", "O", "C", "S", "O", "O", "C", "F", "F", "C", "F", "F", "F", "H", "H", "H", "H", "H", "H", "H", "H", "H", "H", "H", "H", "H", "H", "H", "H", "H", "H", "H", "H", "H", "H", "H", "H", "H", "H", "H", "H", "H", "H", "Ca"],
  "coordinates": [[3.609, 4.105, 2.091], [3.750, 3.113, 0.794], [2.310, 2.882, -0.026], [1.766, 1.338, 0.319], [1.812, 1.165, 1.929], [0.374, 0.943, -0.446], [0.610, -0.613, -1.010], [1.019, -1.684, 0.161], [2.627, -2.144, 0.110], [3.303, -2.309, 1.594], [2.636, -3.409, 2.422], [0.267, 1.941, -1.546], [-0.494, 1.463, -2.690], [0.360, 0.943, -3.810], [-0.468, 0.233, -4.807], [-0.384, 0.649, -6.250], [-1.365, -0.920, -4.523], [-0.999, 1.091, 0.425], [-1.636, 2.632, 0.290], [-2.706, 2.998, 1.479], [-2.290, 3.319, 2.731], [-4.549, 3.051, 1.196], [-2.113, 0.196, -0.036], [-2.773, -0.447, 1.110], [-4.393, -1.315, 0.585], [-5.301, -1.614, 1.842], [-5.139, -0.270, -0.332], [-4.082, -2.854, -0.453], [-2.773, -3.493, -0.134], [-4.051, -2.510, -1.894], [-5.254, -4.007, -0.236], [-6.636, -3.472, -0.310], [-5.134, -5.099, -1.268], [-4.962, -4.651, 1.083], [2.541, 4.550, 2.267], [4.466, 4.918, 2.020], [3.891, 3.445, 3.045], [4.496, 3.661, 0.040], [4.290, 2.075, 1.036], [2.618, 2.996, -1.174], [1.559, 3.716, 0.319], [2.612, 0.630, -0.137], [1.044, 0.423, 2.404], [1.568, 2.232, 2.406], [2.894, 0.819, 2.297], [1.488, -0.510, -1.808], [-0.374, -1.053, -1.523], [0.673, -1.382, 1.249], [0.428, -2.695, -0.075], [3.281, -1.412, -0.548], [2.722, -3.208, -0.423], [4.425, -2.683, 1.431], [3.323, -1.330, 2.243], [1.595, -3.323, 2.369], [2.974, -4.358, 2.144], [-1.356, 0.706, -2.471], [-1.027, 2.423, -3.163], [0.130, -0.071, -6.721], [-0.842, -1.776, -4.470], [-0.913, 0.892, 1.572], [-2.255, 2.670, -0.730], [-0.816, 3.466, 0.273], [-2.057, -1.256, 1.596], [-3.086, 0.280, 1.973], [2.764, -6.097, 2.174]],
  "gap_ha": 0.1088,
  "charge": 2,
  "molar_mass_g_mol": 589.8,
  "e_lumo_ev": -11.0,
  "total_energy_ev": -92015.081,
  "max_force_ev_per_a": 9.26
}

No. 4
{
  "formula": "C17H30FNO4S",
  "method": "wB97M-V/def2-TZVPD",
  "elements": ["C", "C", "C", "F", "C", "S", "C", "C", "O", "O", "C", "C", "O", "H", "H", "H", "H", "H", "H", "H", "H", "H", "H", "H", "H", "C", "C", "C", "C", "C", "C", "N", "O", "C", "C", "C", "H", "H", "H", "H", "H", "H", "H", "H", "H", "H", "H", "H", "H", "H", "H", "H", "H", "H"],
  "coordinates": [[4.879, 0.573, -0.620], [3.659, -0.117, -1.247], [2.692, -0.748, -0.248], [3.338, -0.975, 1.015], [1.945, -1.932, -0.785], [0.390, -1.999, 0.170], [2.695, -3.269, -0.501], [4.031, -3.238, -1.168], [4.193, -3.586, -2.265], [5.039, -2.675, -0.374], [6.285, -3.163, -0.479], [7.279, -2.264, 0.196], [6.607, -4.178, -0.971], [5.269, 0.039, 0.233], [4.634, 1.595, -0.366], [5.667, 0.631, -1.365], [3.989, -0.813, -2.006], [3.090, 0.634, -1.775], [1.935, -0.011, -0.032], [0.763, -2.172, 1.480], [2.786, -3.369, 0.583], [2.117, -4.069, -0.920], [7.291, -1.294, -0.282], [8.251, -2.718, 0.216], [6.893, -2.074, 1.191], [-5.274, 2.433, -0.605], [-4.167, 1.387, -0.849], [-4.606, 0.037, -0.280], [-4.574, 0.000, 1.246], [-3.190, 0.394, 1.759], [-2.698, 1.735, 1.211], [-2.869, 1.832, -0.269], [-1.920, 1.167, -0.824], [-3.433, 2.894, 1.919], [-1.228, 1.912, 1.590], [-4.069, 1.291, -2.369], [-6.177, 2.146, -1.145], [-5.574, 2.529, 0.435], [-4.966, 3.417, -0.965], [-3.951, -0.752, -0.662], [-5.612, -0.200, -0.635], [-5.342, 0.660, 1.664], [-4.819, -1.006, 1.593], [-3.197, 0.430, 2.851], [-2.482, -0.393, 1.480], [-3.263, 3.839, 1.399], [-3.060, 3.011, 2.937], [-4.506, 2.740, 2.018], [-0.607, 1.090, 1.236], [-1.131, 1.942, 2.676], [-0.829, 2.846, 1.189], [-3.729, 2.236, -2.797], [-5.051, 1.068, -2.790], [-3.391, 0.505, -2.695]],
  "multiplicity": 2,
  "gap_ha": [0.2029, 0.2027],
  "charge": -1,
  "molar_mass_g_mol": 363.5,
  "e_lumo_ev": [2.5, 2.5],
  "total_energy_ev": -41346.752,
  "max_force_ev_per_a": 3.11
}

No. 5
{
  "formula": "C17H30FNO6S2",
  "method": "wB97M-V/def2-TZVPD",
  "elements": ["C", "C", "O", "N", "H", "H", "C", "H", "H", "H", "H", "H", "H", "O", "H", "F", "C", "C", "C", "C", "C", "C", "H", "H", "H", "H", "H", "C", "C", "C", "S", "O", "O", "C", "H", "H", "H", "H", "H", "H", "H", "H", "C", "C", "C", "S", "O", "O", "C", "H", "H", "H", "H", "H", "H", "H", "H"],
  "coordinates": [[0.181, 0.230, 4.195], [0.171, -1.190, 4.254], [-0.376, -1.747, 5.231], [0.683, -2.075, 3.114], [0.301, -1.566, 2.334], [1.562, -1.914, 3.214], [0.318, -3.501, 3.087], [1.149, 0.536, 4.042], [-0.300, 0.744, 4.990], [-0.402, 0.621, 3.272], [0.535, -3.751, 1.938], [-0.830, -3.482, 2.946], [0.646, -4.125, 3.988], [0.061, -0.841, 1.024], [0.175, -0.181, 0.327], [-3.142, -6.231, -2.243], [-2.094, -5.476, -1.997], [-2.259, -4.305, -1.069], [-1.063, -3.640, -0.749], [0.223, -3.976, -1.362], [0.255, -5.097, -2.223], [-0.927, -5.771, -2.589], [-3.216, -4.060, -0.479], [-1.226, -2.939, 0.018], [1.007, -3.557, -0.846], [1.171, -5.324, -2.722], [-0.926, -6.673, -3.148], [0.167, 2.547, -3.542], [0.925, 1.157, -3.559], [1.938, 1.252, -2.584], [2.637, 2.851, -2.812], [3.445, 2.737, -3.965], [3.235, 3.248, -1.586], [1.138, 3.774, -3.165], [-0.482, 2.511, -2.810], [-0.143, 2.501, -4.651], [1.327, 1.080, -4.473], [0.335, 0.192, -3.129], [2.814, 0.513, -2.746], [1.417, 1.231, -1.565], [1.543, 4.540, -3.778], [0.801, 4.376, -2.268], [-0.909, 2.492, -0.025], [-1.904, 2.308, 1.176], [-1.730, 3.404, 2.028], [-0.034, 3.894, 2.022], [0.418, 3.191, 3.248], [0.201, 5.287, 1.776], [0.348, 2.961, 0.654], [-1.222, 3.038, -0.756], [-0.864, 1.482, -0.407], [-1.556, 1.456, 1.767], [-2.977, 2.188, 1.175], [-2.105, 3.383, 3.010], [-2.380, 4.345, 1.511], [1.022, 1.917, 0.782], [0.915, 3.434, 0.124]],
  "gap_ha": 0.3274,
  "charge": 0,
  "molar_mass_g_mol": 427.6,
  "relative_energy_ev": 2.281,
  "e_lumo_ev": 0.2,
  "total_energy_ev": -56268.575,
  "max_force_ev_per_a": 10.52
}

No. 6
{
  "formula": "C17H30FNO6S2",
  "method": "wB97M-V/def2-TZVPD",
  "elements": ["C", "C", "O", "N", "H", "H", "C", "H", "H", "H", "H", "H", "H", "O", "H", "F", "C", "C", "C", "C", "C", "C", "H", "H", "H", "H", "H", "C", "C", "C", "S", "O", "O", "C", "H", "H", "H", "H", "H", "H", "H", "H", "C", "C", "C", "S", "O", "O", "C", "H", "H", "H", "H", "H", "H", "H", "H"],
  "coordinates": [[36.874, 23.860, 39.939], [37.373, 23.362, 38.631], [36.833, 22.465, 38.098], [38.564, 24.124, 37.977], [38.758, 24.986, 38.484], [39.343, 23.542, 38.020], [38.421, 24.361, 36.623], [37.447, 23.523, 40.776], [36.041, 23.181, 40.093], [36.896, 24.985, 39.986], [38.269, 23.357, 36.161], [39.505, 24.733, 36.277], [37.485, 24.725, 36.451], [39.199, 26.353, 39.087], [39.736, 27.125, 39.112], [41.570, 24.631, 37.967], [42.812, 25.212, 37.741], [43.804, 24.541, 37.063], [44.945, 25.214, 36.669], [45.062, 26.559, 36.876], [44.120, 27.222, 37.623], [43.096, 26.498, 38.112], [43.523, 23.464, 36.817], [45.422, 24.658, 36.023], [45.878, 26.970, 36.405], [44.319, 28.378, 37.757], [42.222, 27.227, 38.572], [38.835, 29.891, 39.410], [38.442, 30.027, 37.917], [39.553, 29.693, 37.130], [40.922, 30.485, 37.829], [40.873, 31.910, 37.795], [42.149, 29.880, 37.716], [40.411, 30.110, 39.523], [38.563, 28.931, 39.673], [38.470, 30.699, 39.901], [38.237, 30.927, 37.574], [37.573, 29.478, 37.669], [39.307, 29.900, 36.083], [39.977, 28.681, 37.121], [40.695, 30.844, 40.311], [40.696, 29.288, 39.730], [39.008, 28.275, 42.682], [38.406, 26.883, 42.314], [37.493, 26.377, 43.318], [38.521, 26.769, 44.790], [39.130, 25.655, 45.258], [37.706, 27.521, 45.728], [39.652, 27.860, 43.980], [38.067, 28.932, 42.920], [39.603, 28.606, 41.925], [39.367, 26.200, 42.246], [37.668, 26.730, 41.349], [37.391, 25.280, 43.244], [36.593, 27.042, 43.285], [40.635, 27.556, 44.019], [39.620, 28.733, 44.530]],
  "gap_ha": 0.3052,
  "charge": 0,
  "molar_mass_g_mol": 427.6,
  "relative_energy_ev": 2.159,
  "e_lumo_ev": -0.1,
  "total_energy_ev": -56268.698,
  "max_force_ev_per_a": 11.89
}